Record 1
Molecular formula: C51H45AgFN4O2P2
Method: DFT, the ωB97M-V functional and the def2-TZVPD basis

Last column: Löwdin charge in e.
CARTESIAN COORDINATES (ANGSTROEM)
1 Ag -0.17834 0.47765 -0.80026  0.585
2 N 1.40093 1.09153 1.94797  -0.431
3 P -0.43010 1.19119 1.67081  0.942
4 C -0.71624 -0.17776 2.87509  -0.321
5 C -0.40958 -0.08069 4.23207  -0.096
6 C -0.56352 -1.17669 5.07624  -0.096
7 C -1.01751 -2.38869 4.57085  -0.106
8 C -1.31741 -2.49730 3.21799  -0.086
9 C -1.17251 -1.39774 2.38042  -0.112
10 C -0.55640 2.76146 2.64653  -0.306
11 C -1.55767 2.97921 3.59422  -0.095
12 C -1.61121 4.16667 4.31578  -0.092
13 C -0.67578 5.16889 4.08980  -0.110
14 C 0.30493 4.97944 3.12635  -0.100
15 C 0.36255 3.78645 2.41327  -0.099
16 P 2.14477 0.23581 0.72099  0.881
17 C 3.93271 0.54513 1.03153  -0.351
18 C 4.36197 1.75213 1.58519  -0.100
19 C 5.71890 2.03204 1.72360  -0.098
20 C 6.66979 1.11302 1.30048  -0.109
21 C 6.25461 -0.09169 0.74090  -0.099
22 C 4.90109 -0.37067 0.60712  -0.112
23 C 2.08253 -1.56329 1.17245  -0.366
24 C 2.58192 -2.05791 2.37959  -0.097
25 C 2.41749 -3.39243 2.72061  -0.091
26 C 1.75396 -4.25778 1.85289  -0.101
27 C 1.25055 -3.78059 0.65166  -0.085
28 C 1.41223 -2.43729 0.31728  -0.120
29 H 1.78457 1.02099 2.88338  0.048
30 H -0.04565 0.85747 4.63774  0.099
31 H -0.32494 -1.08246 6.13126  0.094
32 H -1.13615 -3.24373 5.22795  0.093
33 H -1.66475 -3.44219 2.81212  0.104
34 H -1.40505 -1.48173 1.32402  0.091
35 H -2.30168 2.21031 3.76167  0.106
36 H -2.39373 4.31130 5.05243  0.097
37 H -0.71633 6.09288 4.65507  0.092
38 H 1.02986 5.76158 2.92806  0.094
39 H 1.12299 3.64359 1.65742  0.087
40 H 3.62168 2.47665 1.90792  0.087
41 H 6.03403 2.96829 2.17098  0.096
42 H 7.72656 1.32912 1.40891  0.093
43 H 6.99048 -0.82136 0.41941  0.096
44 H 4.58566 -1.31550 0.17418  0.102
45 H 3.09585 -1.38732 3.06190  0.107
46 H 2.80274 -3.76320 3.66595  0.098
47 H 1.62868 -5.30235 2.11898  0.096
48 H 0.71967 -4.44551 -0.02245  0.103
49 H 0.99437 -2.05382 -0.60845  0.057
50 F -3.13421 -1.92792 -5.89024  0.010
51 C -2.51414 -1.47711 -4.76285  -0.318
52 C -3.09430 -0.46160 -4.03628  -0.045
53 C -2.43481 -0.00059 -2.89408  -0.164
54 C -1.21720 -0.52851 -2.43918  -0.256
55 C -0.69786 -1.56181 -3.22830  -0.183
56 C -1.31922 -2.04636 -4.38224  -0.057
57 H -4.04083 -0.03952 -4.35611  0.104
58 H -2.89468 0.82362 -2.35285  0.064
59 H 0.24120 -2.03972 -2.94346  0.053
60 H -0.88183 -2.84149 -4.97871  0.097
61 C -8.89648 1.13220 0.60742  -0.065
62 C -7.39640 1.28005 0.66892  -0.281
63 C -6.80108 2.53202 0.74076  -0.022
64 C -5.41671 2.68039 0.74289  -0.200
65 C -4.78898 4.05070 0.84236  -0.032
66 C -4.61524 1.53975 0.67702  -0.055
67 C -5.18832 0.26300 0.67192  -0.189
68 C -4.32926 -0.97570 0.75621  -0.027
69 C -6.57567 0.15765 0.64887  -0.019
70 C -3.11287 1.70949 0.61422  -0.590
71 O -2.48888 1.22600 1.64694  -0.201
72 O -2.60796 2.26216 -0.35975  -0.006
73 H -9.39698 2.07267 0.84626  0.067
74 H -9.24789 0.36993 1.30657  0.072
75 H -9.21549 0.82866 -0.39377  0.077
76 H -7.42832 3.42057 0.78847  0.107
77 H -5.55050 4.83092 0.85549  0.069
78 H -4.11085 4.22651 0.00621  0.078
79 H -4.19171 4.13364 1.75527  0.082
80 H -3.80295 -0.99211 1.71307  0.070
81 H -3.56943 -1.00050 -0.02441  0.077
82 H -4.93867 -1.87640 0.67405  0.075
83 H -7.02774 -0.83266 0.62877  0.113
84 C 4.00198 1.99053 -2.73341  -0.058
85 C 2.63699 1.76008 -2.66193  -0.155
86 N 2.10741 0.53831 -2.67271  0.056
87 C 2.92928 -0.49305 -2.78440  -0.138
88 C 4.31199 -0.37792 -2.91459  -0.226
89 C 4.84970 0.90211 -2.85669  -0.031
90 C 5.18251 -1.56753 -3.01769  -0.045
91 C 4.99179 -2.69458 -3.69933  -0.029
92 C 3.93376 -3.06248 -4.67325  -0.270
93 C 3.14012 -2.16807 -5.38342  -0.007
94 C 2.21349 -2.69319 -6.26365  -0.124
95 N 2.06986 -4.00371 -6.46511  0.075
96 C 2.89392 -4.77415 -5.76065  -0.210
97 N 3.81582 -4.37824 -4.88592  0.115
98 H 4.39171 3.00094 -2.68481  0.102
99 H 1.93203 2.58430 -2.58180  0.107
100 H 2.47290 -1.48177 -2.75886  0.109
101 H 5.92487 1.03887 -2.91267  0.116
102 H 6.08658 -1.51816 -2.41527  0.107
103 H 5.70619 -3.49581 -3.54943  0.103
104 H 3.24002 -1.10027 -5.25648  0.110
105 H 1.55331 -2.04286 -6.82885  0.113
106 H 2.80650 -5.84440 -5.91842  0.102

As for the charge: -1. The energy above the lowest of the compared OMol25 structures with the same formula, charge and spin comes out at 0.0 kcal per mole. For the total energy, the calculation gives -3269.58466 a.u. Its max |F| is 0.6 eV/Å. The value obtained for the orbital gap is 6.44 eV.

***

Record 2
Molecular formula: C24H27F12O13Zr
Method: DFT, the ωB97M-V functional and the def2-TZVPD basis

Last column: Löwdin charge in e.
CARTESIAN COORDINATES (ANGSTROEM)
1 Zr -1.88957 -2.69232 0.61679  2.102
2 C -1.64278 0.06570 3.91294  0.073
3 C -1.48318 -0.70855 2.80804  -0.287
4 C -0.07064 -1.12926 2.35282  -0.293
5 O -0.13703 -1.90959 1.30564  -0.233
6 C 1.02242 -0.56366 2.89765  0.069
7 C 0.89829 0.39656 3.95158  -0.322
8 C -0.48436 0.65344 4.51482  -0.331
9 O -0.55103 1.29289 5.53870  0.145
10 O 1.90977 0.90778 4.36947  0.148
11 O -2.41575 -1.38548 2.19002  -0.196
12 H -2.61330 0.26492 4.34259  0.135
13 H 1.94823 -0.90675 2.45493  0.114
14 C 0.22588 -0.00974 -1.27478  -0.076
15 C -1.27842 -0.04663 -1.46790  -0.309
16 O -1.79952 -1.21755 -0.88315  -0.377
17 H 0.54389 -0.11989 -0.23903  0.057
18 H 0.67321 0.96028 -1.51533  0.069
19 H 0.75873 -0.72656 -1.89745  0.067
20 H -1.60647 -0.04394 -2.50980  0.118
21 H -1.64895 0.88209 -1.01605  0.112
22 C -0.49140 4.25800 0.03936  -0.043
23 C -0.59107 5.05842 -1.26723  -0.194
24 O 0.69103 5.52362 -1.68174  0.017
25 C 1.17990 6.64861 -1.18462  -0.392
26 O 0.57779 7.42688 -0.50789  0.179
27 C 2.70438 6.80333 -1.39598  -0.551
28 F 2.97718 8.03646 -1.78551  0.197
29 F 3.29336 6.52512 -0.22685  0.169
30 F 3.15898 5.89057 -2.26591  0.154
31 H 0.35390 3.60340 -0.17918  0.047
32 H -1.43767 3.76119 0.23707  0.078
33 H -0.20049 4.86692 0.89451  0.087
34 H -1.26562 5.90460 -1.14649  0.125
35 H -0.92395 4.34791 -2.01950  0.121
36 C -5.80065 -1.42590 -2.52188  -0.040
37 C -5.22960 -0.39855 -1.57563  -0.134
38 O -5.75229 -0.67789 -0.24387  0.105
39 C -5.23574 -1.60682 0.46259  -0.350
40 O -4.08391 -1.99668 0.38151  -0.033
41 C -6.13819 -2.16973 1.58981  -0.548
42 F -5.50121 -1.99747 2.74766  0.188
43 F -7.32478 -1.60285 1.63712  0.217
44 F -6.26918 -3.48484 1.39215  0.179
45 H -5.83460 -1.14313 -3.57093  0.094
46 H -6.84739 -1.66002 -2.30766  0.095
47 H -5.32522 -2.39616 -2.35230  0.082
48 H -5.63857 0.57608 -1.83855  0.136
49 H -4.15127 -0.25365 -1.54419  0.110
50 C 2.74243 -5.66938 0.96585  -0.046
51 C 2.39927 -4.28923 0.42723  -0.168
52 O 2.08297 -4.33509 -0.96850  0.114
53 C 0.94303 -3.93094 -1.40065  -0.343
54 O 0.06207 -3.44287 -0.72044  0.000
55 C 0.77473 -3.98933 -2.95072  -0.553
56 F 1.88303 -4.40646 -3.54158  0.202
57 F -0.20038 -4.86291 -3.20113  0.184
58 F 0.48539 -2.77491 -3.38297  0.199
59 H 1.99832 -6.45234 0.78155  0.081
60 H 2.88849 -5.67276 2.04397  0.091
61 H 3.61409 -6.08744 0.46135  0.088
62 H 3.33919 -3.75776 0.57127  0.118
63 H 1.67971 -3.75978 1.04628  0.112
64 C 2.84667 2.51919 -0.51431  -0.064
65 C 3.88706 1.61594 -1.16577  -0.193
66 O 4.63217 0.81889 -0.25076  0.068
67 C 4.00875 -0.25937 0.19385  -0.375
68 O 2.98656 -0.71810 -0.22991  0.144
69 C 4.85089 -0.93055 1.31886  -0.549
70 F 4.12130 -1.92430 1.85365  0.137
71 F 5.97888 -1.44255 0.84824  0.194
72 F 5.11987 -0.05064 2.27474  0.194
73 H 2.24406 2.99861 -1.28272  0.074
74 H 3.32477 3.17583 0.21338  0.095
75 H 2.13444 1.98548 0.12483  0.063
76 H 4.48388 2.27431 -1.79701  0.132
77 H 3.43525 0.98726 -1.93698  0.121

As for the charge: +1. The energy above the lowest of the compared OMol25 structures with the same formula, charge and spin comes out at 7.2 kcal per mole. For the total energy, the calculation gives -3154.12141 a.u. Its max |F| is 8.4 eV/Å. The value obtained for the orbital gap is 5.87 eV.